# 1
The following is a DFT calculation (ωB97M-V/def2-TZVPD) of 11 unconnected molecules or ions with the total composition C25H79O32P7 in a non-equilibrium geometry.

CARTESIAN COORDINATES (ANGSTROEM)
C 4.3682 -4.5956 3.6416
O 3.3701 -3.5621 3.8802
P 2.4038 -3.6435 5.1552
O 3.0268 -4.1119 6.4092
O 1.7947 -2.1791 5.1886
C 2.5532 -1.0244 5.4658
O 1.1508 -4.5074 4.6391
C 1.2304 -5.9242 4.7935
H 5.3126 -4.1590 3.9598
H 4.2894 -4.8105 2.5816
H 4.1568 -5.4585 4.2697
H 2.4038 -0.2831 4.6745
H 3.6181 -1.2672 5.4228
H 2.2484 -0.5372 6.3906
H 0.6026 -6.2799 5.6136
H 2.2142 -6.2687 5.1168
H 0.9300 -6.3734 3.8520
C 4.2964 -2.8594 -2.1773
O 5.3752 -3.4727 -1.4688
P 5.0556 -4.6601 -0.4304
O 3.9370 -4.3971 0.4704
O 6.4726 -4.8825 0.2860
C 6.7968 -3.9603 1.3331
O 4.9137 -5.9341 -1.3393
C 5.8763 -6.4321 -2.2563
H 4.5128 -2.8735 -3.2443
H 4.1165 -1.8530 -1.8028
H 3.3391 -3.3870 -2.1068
H 7.5529 -3.2403 0.9955
H 7.3842 -4.5336 2.0490
H 5.9752 -3.3604 1.7086
H 6.3916 -7.2670 -1.7856
H 6.5426 -5.6475 -2.6144
H 5.3746 -6.8187 -3.1441
C -4.2341 -2.7006 -1.0157
O -4.1686 -1.3180 -1.3014
P -5.3222 -0.2526 -0.9144
O -6.6828 -0.5632 -1.3576
O -4.7691 1.1030 -1.5765
C -5.5118 2.3062 -1.3330
O -5.1631 -0.0408 0.6574
C -3.9990 0.5919 1.2175
H -4.1227 -3.2501 -1.9535
H -5.1993 -2.9750 -0.5847
H -3.4267 -3.0096 -0.3509
H -5.8119 2.7011 -2.3004
H -4.8522 2.9960 -0.8123
H -6.4304 2.1770 -0.7582
H -3.3920 1.1183 0.4808
H -3.3657 -0.2120 1.5994
H -4.3360 1.2399 2.0200
C -2.6189 7.1610 -3.7901
O -2.4145 6.5347 -2.5432
P -3.5935 5.7116 -1.8448
O -4.5958 5.1696 -2.7731
O -2.8057 4.6011 -1.0039
C -1.9680 3.7116 -1.7395
O -4.1202 6.7052 -0.7173
C -3.1943 7.1585 0.2896
H -2.0167 6.7376 -4.5959
H -2.3140 8.2107 -3.7314
H -3.6564 7.1934 -4.1261
H -0.9271 4.0302 -1.7300
H -2.3191 3.4914 -2.7497
H -2.0075 2.7343 -1.2524
H -3.2719 6.4808 1.1375
H -3.5247 8.1425 0.6151
H -2.1852 7.2236 -0.1105
C -0.8366 -0.1566 -1.8747
O -0.5629 -0.7542 -0.6002
P 0.7298 -0.2521 0.1868
O 1.9170 -0.0447 -0.6556
O 0.2327 1.1180 0.8653
C 1.0974 1.9602 1.6284
O 0.8330 -1.3320 1.3418
C 1.4124 -2.5950 0.9717
H -1.8532 0.2257 -1.9304
H -0.6415 -0.8887 -2.6546
H -0.1910 0.6904 -2.1159
H 2.1216 1.5900 1.5977
H 0.7402 1.9307 2.6625
H 0.9651 2.9895 1.3024
H 2.1073 -2.8437 1.7714
H 1.9706 -2.6339 0.0375
H 0.6214 -3.3441 0.9399
C -0.8382 -0.3182 -7.1674
O -1.9882 0.3879 -6.7397
P -2.3357 0.6317 -5.1996
O -1.2423 1.3141 -4.4833
O -3.7072 1.4145 -5.2880
C -3.6830 2.8019 -5.5969
O -2.6471 -0.8106 -4.5905
C -3.7705 -1.5467 -5.0722
H -0.2978 -0.7225 -6.3092
H -0.1557 0.3627 -7.6814
H -1.0482 -1.0997 -7.8971
H -2.7153 3.2470 -5.8276
H -4.0507 3.3608 -4.7299
H -4.3823 3.0461 -6.3957
H -4.5640 -1.4679 -4.3274
H -3.4975 -2.5880 -5.2338
H -4.2106 -1.1841 -6.0034
C -1.1918 1.9503 8.7122
O -0.7974 0.9192 7.7950
P -1.1473 1.0803 6.2518
O -2.3479 1.8721 5.9683
O 0.2492 1.4742 5.5497
C 0.7723 2.7641 5.8496
O -1.3577 -0.4240 5.7542
C -1.2546 -0.7662 4.3783
H -0.3007 2.3395 9.2049
H -1.9020 1.5090 9.4037
H -1.6307 2.8197 8.2208
H 1.8622 2.7395 5.8246
H 0.5037 3.0953 6.8562
H 0.4206 3.4904 5.1177
H -0.4528 -1.4974 4.2586
H -0.9755 0.0660 3.7290
H -2.1673 -1.2239 4.0019
C -1.0383 -3.2623 -2.8252
O -0.4000 -3.1697 -4.0919
H -1.9087 -2.6007 -2.7895
H -1.2567 -4.2958 -2.5626
H -0.3954 -2.8382 -2.0522
H -0.9869 -3.4683 -4.7899
C 3.1306 4.2092 3.1976
O 1.8025 4.7277 3.3223
H 3.4823 4.0681 2.1777
H 3.7798 4.9014 3.7393
H 3.1424 3.2211 3.6758
H 1.7463 5.2616 4.1123
C 2.0273 2.7275 -2.9480
O 3.0416 1.8615 -2.4981
H 1.3483 2.1848 -3.6183
H 1.3812 3.0918 -2.1337
H 2.4455 3.6115 -3.4234
H 2.6382 1.1355 -2.0013
C 1.8789 -0.7435 -3.6345
O 2.0562 -1.8368 -4.5504
H 2.9036 -0.3729 -3.5373
H 1.2585 0.0607 -4.0363
H 1.5918 -1.1369 -2.6570
H 1.2534 -2.3785 -4.4603

## Properties
structure (SMILES)	COP(=O)(OC)OC.COP(=O)(OC)OC.COP(=O)(OC)OC.COP(=O)(OC)OC.COP(=O)(OC)OC.COP(=O)(OC)OC.COP(=O)(OC)OC.CO.CO.CO.CO
LUMO level	0.01117	Ha
total charge	0

Mulliken atomic charge list, values in e, 2 entries: atom 1 (C): -0.317, atom 2 (O): -0.221

=====

# 2
The following is a DFT calculation (ωB97M-V/def2-TZVPD) of 11 unconnected molecules or ions with the total composition C25H79O32P7 in a non-equilibrium geometry.

CARTESIAN COORDINATES (ANGSTROEM)
C 0.3356 -3.2921 -0.1382
O -0.9887 -3.6649 -0.4699
P -1.3250 -5.2178 -0.4732
O -1.3870 -5.8578 0.8402
O -2.6932 -5.2740 -1.2949
C -3.1173 -6.4808 -1.9170
O -0.2484 -5.9001 -1.4481
C -0.1906 -5.5215 -2.8250
H 0.9856 -4.0840 0.2469
H 0.3290 -2.5448 0.6558
H 0.8835 -2.8643 -0.9801
H -3.2598 -6.3277 -2.9863
H -4.0641 -6.8146 -1.4934
H -2.3807 -7.2694 -1.7452
H -0.7120 -6.2777 -3.4049
H 0.8429 -5.3960 -3.1409
H -0.6411 -4.5349 -2.9686
C 6.8367 1.4977 5.2381
O 5.5535 2.0657 5.0029
P 4.3171 1.1134 4.6942
O 4.2722 0.4546 3.3789
O 3.0466 2.0466 4.9697
C 2.6630 2.9886 3.9365
O 4.2353 0.0461 5.8584
C 4.0659 0.5018 7.2172
H 7.0147 1.4359 6.3184
H 7.6347 2.1315 4.8565
H 6.9626 0.4876 4.8448
H 2.6182 3.9621 4.4154
H 1.6864 2.6877 3.5572
H 3.3424 2.9640 3.0848
H 3.0839 0.1577 7.5303
H 4.2069 1.5772 7.3025
H 4.7981 0.0350 7.8768
C -5.3354 1.8288 0.3431
O -4.5201 2.5052 1.3038
P -4.6691 4.0495 1.5803
O -4.8463 4.8909 0.3821
O -3.4034 4.4088 2.4744
C -2.1007 4.0944 1.9849
O -5.8706 4.1456 2.6332
C -6.5961 5.3672 2.7752
H -5.8325 0.9491 0.7417
H -4.6279 1.5172 -0.4278
H -6.0583 2.4681 -0.1668
H -2.0867 3.7538 0.9461
H -1.6196 3.3178 2.5829
H -1.4773 4.9886 2.0115
H -7.6268 5.2250 2.4581
H -6.1827 6.1606 2.1442
H -6.4938 5.7170 3.8019
C 3.1689 3.6218 -4.1354
O 2.2184 2.5769 -4.4114
P 1.7047 1.7204 -3.1660
O 0.8686 2.4358 -2.1956
O 3.0588 1.1473 -2.5399
C 3.9269 0.3361 -3.3488
O 0.9733 0.4760 -3.8288
C -0.0941 -0.1991 -3.1470
H 2.6329 4.5580 -3.9969
H 3.8488 3.6881 -4.9780
H 3.7184 3.3854 -3.2245
H 3.9642 -0.6832 -2.9620
H 4.9309 0.7422 -3.2224
H 3.6277 0.3220 -4.3946
H 0.2295 -1.2165 -2.9259
H -1.0166 -0.1370 -3.7164
H -0.2709 0.2285 -2.1569
C -4.4791 -4.2058 1.7983
O -3.7940 -3.1074 1.1830
P -4.6962 -1.9776 0.5433
O -5.6977 -1.3668 1.4296
O -3.6676 -0.9426 -0.0775
C -2.5122 -0.5975 0.6956
O -5.3408 -2.6945 -0.7244
C -6.4007 -2.0253 -1.3989
H -4.5477 -3.9692 2.8608
H -3.8668 -5.1046 1.7348
H -5.4538 -4.4206 1.3671
H -2.6166 -0.6896 1.7786
H -2.2068 0.4130 0.4388
H -1.6901 -1.2621 0.4282
H -6.7593 -1.1153 -0.9230
H -7.2187 -2.7377 -1.4873
H -6.0759 -1.7628 -2.4062
C 3.7396 -2.5173 0.7192
O 3.9988 -3.7732 1.3424
P 4.4849 -5.0635 0.5536
O 5.8234 -5.0141 -0.0435
O 4.3047 -6.2295 1.6362
C 5.1129 -6.1676 2.8199
O 3.2768 -5.3463 -0.4097
C 3.2808 -6.4408 -1.3187
H 4.2825 -1.7389 1.2471
H 2.6855 -2.2554 0.6579
H 4.1127 -2.5562 -0.3081
H 5.7204 -5.2667 2.8699
H 5.7329 -7.0582 2.8654
H 4.4147 -6.1651 3.6556
H 4.2964 -6.6070 -1.6819
H 2.6306 -6.2121 -2.1548
H 2.9363 -7.3476 -0.8250
C -2.6721 3.5875 -2.1377
O -2.1302 3.6080 -3.4652
P -3.0382 3.1559 -4.6707
O -3.7530 1.8788 -4.5482
O -3.9789 4.4319 -4.8834
C -5.1060 4.3648 -5.7270
O -2.0346 3.2991 -5.8874
C -0.9432 2.4138 -6.0432
H -2.2838 2.7342 -1.5851
H -3.7622 3.4991 -2.1534
H -2.4804 4.5324 -1.6381
H -6.0174 4.2365 -5.1431
H -5.0407 3.5290 -6.4333
H -5.2319 5.2305 -6.3795
H -0.6017 2.4077 -7.0759
H -1.1026 1.3888 -5.7056
H -0.0997 2.8010 -5.4631
C 0.4949 1.6237 0.6523
O 0.4679 0.2060 0.5312
H 0.0557 1.9248 1.6095
H 1.5042 2.0298 0.5428
H -0.1217 2.0263 -0.1503
H 1.0620 -0.1952 1.1934
C 0.1553 5.3724 -0.4270
O 0.0740 4.0092 -0.0981
H -0.7842 5.8911 -0.1988
H 0.9411 5.8896 0.1316
H 0.3085 5.6012 -1.4874
H 0.3676 3.5273 -0.9042
C 0.9281 -0.6515 3.8111
O 1.8504 -0.7949 2.7267
H 0.5622 0.3886 3.8491
H 0.0340 -1.2423 3.6058
H 1.4084 -0.9015 4.7588
H 2.7480 -0.5907 3.0446
C 4.2707 0.9185 0.1464
O 5.4632 0.2308 -0.1761
H 3.7465 1.2053 -0.7632
H 3.5551 0.2820 0.6778
H 4.4067 1.8216 0.7432
H 6.1184 0.4332 0.4962

## Properties
structure (SMILES)	COP(=O)(OC)OC.COP(=O)(OC)OC.COP(=O)(OC)OC.COP(=O)(OC)OC.COP(=O)(OC)OC.COP(=O)(OC)OC.COP(=O)(OC)OC.CO.CO.CO.CO
LUMO level	0.01205	Ha
total charge	0

Mulliken atomic charge list, values in e, 2 entries: atom 1 (C): -1.103, atom 2 (O): 0.465

=====

# 3
The following is a DFT calculation (ωB97M-V/def2-TZVPD) of a molecular structure, C25H7Cl2F4N5O4STi in a non-equilibrium geometry.

CARTESIAN COORDINATES (ANGSTROEM)
Ti 0.4932 0.8839 -1.1406
Cl -1.5410 1.9820 -0.5685
C -1.6192 1.7936 1.1771
C -2.8332 1.9768 1.8027
C -2.8899 1.8507 3.1840
C -1.7537 1.5355 3.9079
C -0.5374 1.3577 3.2606
Cl 0.8573 0.9574 4.1606
C -0.4441 1.4877 1.8658
S 1.1087 1.3306 1.0655
H -3.7179 2.2352 1.2354
H -3.8312 2.0133 3.6903
H -1.7954 1.4198 4.9823
O 1.9584 -0.1929 -1.3539
C 3.1063 0.1483 -1.7929
C 3.4470 1.4505 -2.2097
C 4.7760 1.7307 -2.5940
C 5.1079 3.0001 -2.9655
C 4.1607 4.0248 -3.0219
C 2.8450 3.7705 -2.6862
C 2.4761 2.5015 -2.2638
O 1.2185 2.2428 -1.8978
N 6.5212 3.3020 -3.3127
O 6.7872 4.4671 -3.4930
O 7.2555 2.3485 -3.4447
H 3.8733 -0.6251 -1.8465
H 5.5358 0.9584 -2.5916
H 4.4799 5.0112 -3.3327
H 2.0887 4.5423 -2.7323
F -3.4977 -4.5190 -1.2977
C -2.9055 -3.8094 -0.3638
C -3.1302 -4.1186 0.9382
F -3.9357 -5.1060 1.2177
C -2.5459 -3.3717 2.0258
C -1.6421 -2.3228 1.6282
C -1.4391 -2.0277 0.3297
F -0.5518 -1.0289 0.0742
C -2.0725 -2.7119 -0.7578
C -1.9092 -2.3408 -2.0944
C -1.1752 -1.1907 -2.3718
N -0.5934 -0.1963 -2.4809
C -2.4650 -3.0306 -3.2137
N -2.8864 -3.5326 -4.1572
F -0.9705 -1.6538 2.5273
C -2.8553 -3.6105 3.3458
C -3.6865 -4.6791 3.7795
N -4.3606 -5.5137 4.1945
C -2.4071 -2.7459 4.3886
N -2.1042 -1.9948 5.2040

## Properties
LUMO level (alpha / beta)	-0.34257 / -0.34375	Ha
total charge	+2

natural (NBO) atomic charge list, values in e, 2 entries: atom 1 (Ti): 1.322, atom 2 (Cl): 0.188

=====

# 4
The following is a DFT calculation (ωB97M-V/def2-TZVPD) of 15 unconnected molecules or ions with the total composition C25H85O30P5 in a non-equilibrium geometry.

CARTESIAN COORDINATES (ANGSTROEM)
C -0.7751 -1.2084 -4.1914
O -0.1996 0.0762 -4.1906
H -1.8505 -1.1064 -4.0744
H -0.5417 -1.8220 -5.0673
H -0.4006 -1.7994 -3.3453
H 0.7797 0.0033 -4.2626
C 2.8912 3.4982 -3.3404
O 1.7405 4.2759 -3.0690
H 2.8339 2.5428 -2.8100
H 2.9803 3.2688 -4.4083
H 3.7699 4.0674 -3.0455
H 0.9817 3.8662 -3.5261
C -5.1714 -0.0760 -1.3329
O -5.1087 0.4207 -0.0139
H -5.2116 0.7625 -2.0303
H -4.3180 -0.7089 -1.6090
H -6.0251 -0.7459 -1.4379
H -4.8768 1.3595 -0.0156
C -3.2622 -3.0985 1.2978
O -4.3626 -2.1903 1.3064
H -3.3080 -3.8096 2.1176
H -3.2602 -3.6064 0.3307
H -2.3272 -2.5348 1.3570
H -4.0972 -1.3975 0.8265
C 0.7989 4.0200 1.2591
O 0.5899 4.3304 2.6293
H 0.0126 3.3760 0.8488
H 0.8052 4.9507 0.6767
H 1.7686 3.5344 1.1784
H -0.2996 4.6767 2.7354
C -3.6813 0.7326 4.0505
O -2.3583 1.1720 3.8700
H -4.0849 0.3321 3.1165
H -3.8094 -0.0760 4.7818
H -4.2973 1.5490 4.4323
H -1.9923 0.9452 2.9942
C 0.9483 0.8696 5.2276
O 2.1979 0.8986 5.8869
H 0.1224 0.7050 5.9206
H 0.7890 1.7671 4.6318
H 0.8647 0.0677 4.4789
H 2.1521 0.3909 6.6979
C -1.2308 3.0572 -5.3045
O -0.2030 2.7907 -4.3628
H -2.0408 2.3221 -5.2923
H -1.7414 4.0022 -5.1183
H -0.7764 3.0826 -6.2976
H -0.2114 1.8269 -4.2095
C -3.6464 3.6835 0.6058
O -4.4754 3.1319 -0.3906
H -3.8968 4.6755 0.9835
H -3.5803 3.0343 1.4825
H -2.5872 3.7052 0.3205
H -4.7493 3.8051 -1.0182
C 3.2033 0.7400 2.3561
O 3.7666 -0.1878 1.4254
H 2.2889 1.1764 1.9504
H 2.8669 0.2702 3.2858
H 3.9198 1.5314 2.5790
H 4.6931 -0.2602 1.6694
C 1.6588 -3.1307 6.3465
O 0.3960 -3.7459 6.5131
P -0.2991 -4.4988 5.2619
O -1.4348 -5.3294 5.6804
O 0.9398 -5.2926 4.6171
C 1.4338 -6.4398 5.3025
O -0.6281 -3.3361 4.2337
C -1.6739 -2.4063 4.5459
H 1.6492 -2.0385 6.2560
H 2.2142 -3.4938 5.4840
H 2.2363 -3.2852 7.2603
H 1.0144 -7.3181 4.8207
H 1.2202 -6.4351 6.3717
H 2.5213 -6.4707 5.2244
H -1.3524 -1.4100 4.8410
H -2.3130 -2.7965 5.3421
H -2.3260 -2.3840 3.6755
C 0.4698 -1.7046 1.4121
O -0.0746 -1.1908 0.1768
P -0.6693 0.2884 0.2271
O -1.4523 0.5892 1.4229
O 0.6222 1.2326 0.0359
C 1.4987 0.9243 -1.0475
O -1.3516 0.4394 -1.2060
C -1.7220 1.7174 -1.7123
H 1.4356 -2.1592 1.1879
H -0.2182 -2.4045 1.8686
H 0.8032 -0.9030 2.0764
H 1.8707 -0.0976 -0.9678
H 2.3640 1.5797 -0.9737
H 1.0650 1.0650 -2.0376
H -1.1484 1.9359 -2.6152
H -1.4993 2.5675 -1.0652
H -2.7869 1.6693 -1.9262
C 2.3347 -3.3102 -3.7704
O 3.3404 -2.5204 -3.1217
P 3.5918 -1.0422 -3.6210
O 2.4779 -0.1744 -4.0445
O 4.4537 -0.3898 -2.4673
C 5.6555 -0.9160 -1.9343
O 4.6650 -1.3371 -4.7766
C 5.2725 -0.2251 -5.4318
H 2.0173 -3.0151 -4.7708
H 1.4780 -3.3587 -3.1020
H 2.7394 -4.3141 -3.8993
H 5.8475 -1.9218 -2.3176
H 5.5960 -0.9558 -0.8502
H 6.5158 -0.3211 -2.2436
H 4.8277 0.7248 -5.1377
H 5.2129 -0.3531 -6.5125
H 6.3438 -0.2082 -5.2170
C -1.8786 4.5325 -2.0368
O -2.7531 5.6304 -2.2749
P -2.2038 6.9139 -3.0438
O -3.2432 7.8699 -3.4165
O -1.0444 7.5094 -2.1094
C -1.3947 7.9312 -0.7881
O -1.3673 6.3114 -4.2596
C -0.5331 7.1079 -5.0755
H -1.4502 4.5876 -1.0288
H -0.9796 4.5471 -2.6530
H -2.3950 3.5838 -2.1659
H -1.1281 8.9813 -0.7065
H -0.9060 7.3095 -0.0398
H -2.4686 7.8435 -0.6043
H 0.4913 6.7379 -5.0923
H -0.4806 8.1390 -4.7113
H -0.9250 7.1796 -6.0906
C -0.4365 -4.5842 -1.2276
O -0.9344 -5.0870 -0.0162
P -0.0239 -6.0315 0.8692
O 0.6998 -7.0809 0.1448
O 0.9686 -4.9876 1.6009
C 2.2922 -5.3255 1.9814
O -0.9938 -6.4815 2.0319
C -0.9384 -7.8275 2.4966
H 0.6223 -4.7873 -1.3983
H -0.6201 -3.5094 -1.3076
H -0.9235 -4.9576 -2.1360
H 2.9623 -4.8682 1.2505
H 2.4080 -6.4109 1.9636
H 2.6058 -4.9810 2.9627
H -0.1859 -7.9610 3.2707
H -0.7820 -8.5473 1.6954
H -1.9004 -8.0535 2.9545

## Properties
LUMO level	0.00486	Ha
total charge	0

Mulliken atomic charge list, values in e, 2 entries: atom 1 (C): -0.542, atom 2 (O): -0.531

=====

What did we get for energy relative to the best compared isomer or geometry (same formula, charge and spin)? Answer: 39.7 0.0 0.0 93.8 kJ/mol, in the order shown.
What did we get for energy? Answer: -157762.532 -157762.944 -111522.953 -135180.002 eV, in the order shown.